23
Properties=species:S:1:pos:R:3 method="wB97M-V/def2-TZVPD" orbital_gap_ev=7.9178 homo_ev=-7.49
C -1.581 -2.452 0.147
C -0.441 1.258 0.021
C -2.677 2.058 0.041
C 1.084 -1.026 -1.556
C 1.076 -1.044 1.566
C 2.530 1.229 0.017
N -1.896 -1.335 -0.087
N -2.413 -0.243 -0.054
N -1.674 1.002 -0.006
Si 1.009 0.077 0.011
H -1.342 -3.347 -0.360
H -3.623 1.671 -0.333
H -2.808 2.394 1.070
H -2.350 2.900 -0.564
H 0.095 -1.327 -1.889
H 1.548 -0.485 -2.376
H 1.662 -1.931 -1.387
H 2.076 -1.062 1.992
H 0.406 -0.676 2.339
H 0.784 -2.067 1.345
H 2.908 1.376 1.024
H 3.341 0.822 -0.579
H 2.288 2.208 -0.384

21
Properties=species:S:1:pos:R:3 method="wB97M-V/def2-TZVPD" multiplicity=2 orbital_gap_ev="3.2799 / 6.9324" charge=-1 s_squared=0.754 homo_ev="0.59 / -3.07"
C 0.104 1.126 -1.511
C -0.214 0.190 -2.681
C -1.162 -0.986 -2.280
O -1.361 -1.165 -1.052
C 0.830 0.306 -0.350
N -0.004 0.384 0.856
C 0.727 0.026 2.093
C -0.297 -0.476 3.134
H 0.888 1.871 -1.692
H -0.787 1.548 -1.097
H 0.664 -0.210 -3.197
H -0.824 0.742 -3.431
H -1.608 -1.462 -3.252
H 1.832 0.676 -0.112
H 1.046 -0.745 -0.701
H -0.766 -0.263 0.692
H 1.182 0.922 2.508
H 1.459 -0.781 2.002
H -1.194 0.157 3.084
H 0.148 -0.384 4.133
H -0.662 -1.476 2.856

21
Properties=species:S:1:pos:R:3 method="wB97M-V/def2-TZVPD" multiplicity=2 orbital_gap_ev="2.6955 / 5.6732" charge=-1 s_squared=0.768 homo_ev="0.38 / -2.60"
C 0.056 -1.472 -2.363
C -0.249 -0.624 -1.169
C 0.790 0.303 -0.529
C 0.228 1.479 -0.032
C 1.110 2.265 0.836
C 0.834 3.250 1.755
N 0.945 -2.671 -2.210
H 0.309 -0.928 -3.291
H -0.874 -1.996 -2.629
H -0.843 -1.147 -0.398
H -1.123 0.011 -1.488
H 1.796 -0.081 -0.417
H -0.784 1.830 0.123
H 2.087 1.744 0.940
H -0.077 3.861 1.886
H 1.672 3.750 2.224
H 1.926 -2.403 -1.965
H 0.715 -3.293 -1.443
H -2.635 -2.009 3.646
H -3.131 -0.572 3.514
O -2.752 -1.297 3.010

21
Properties=species:S:1:pos:R:3 method="wB97M-V/def2-TZVPD" multiplicity=2 orbital_gap_ev="2.6641 / 9.5978" charge=-1 s_squared=0.750 homo_ev="1.14 / -5.90"
C 0.148 -0.457 -0.807
C 0.242 -1.332 0.437
C 0.303 -0.507 1.734
C -1.008 -2.216 0.508
C 1.217 0.621 -0.843
N 0.862 1.911 -0.920
C -0.496 2.473 -0.862
O 2.376 0.286 -1.070
H -0.855 -0.031 -0.868
H 0.259 -1.044 -1.716
H 1.154 -1.931 0.391
H -0.660 0.017 1.811
H 0.478 -1.162 2.583
H 1.052 0.288 1.700
H -1.032 -2.796 1.434
H -1.875 -1.546 0.516
H -1.209 -2.835 -0.363
H 1.566 2.504 -1.327
H -1.192 1.891 -1.466
H -0.909 2.325 0.149
H -0.422 3.542 -1.019

21
Properties=species:S:1:pos:R:3 method="wB97M-V/def2-TZVPD" orbital_gap_ev=8.1372 homo_ev=-7.83
C 0.637 -0.609 2.457
O 0.827 -0.877 1.115
C -0.671 -1.805 -0.511
C -1.450 -0.819 0.053
C -1.501 0.545 -0.637
N 1.982 1.861 -1.449
C 0.640 1.526 -1.608
C -0.070 0.948 -0.654
H 0.276 -1.494 3.005
H 1.547 -0.269 2.970
H -0.099 0.197 2.630
H -0.800 -2.815 -0.143
H -0.297 -1.670 -1.514
H -2.244 -1.033 0.763
H -0.159 -1.042 0.435
H -1.964 0.525 -1.631
H -2.085 1.259 -0.062
H 2.534 1.774 -2.287
H 2.359 1.414 -0.637
H 0.211 1.812 -2.568
H 0.326 0.574 0.271

21
Properties=species:S:1:pos:R:3 method="wB97M-V/def2-TZVPD" orbital_gap_ev=9.4297 homo_ev=-8.42 smiles="CCN(CC)C(C)=O"
C -2.255 -0.617 -0.491
C -1.454 -0.094 0.689
N -0.038 -0.047 0.421
C 0.837 0.681 1.329
C 1.557 1.837 0.630
C 0.568 -1.154 -0.256
C 0.903 -0.947 -1.710
O 0.745 -2.216 0.280
H -2.125 -1.696 -0.598
H -3.321 -0.421 -0.386
H -1.904 -0.173 -1.429
H -1.696 -0.752 1.540
H -1.747 0.912 0.989
H 0.232 1.113 2.127
H 1.571 -0.014 1.743
H 2.236 1.456 -0.134
H 0.806 2.468 0.154
H 2.154 2.415 1.335
H 0.963 0.103 -1.984
H 0.117 -1.430 -2.293
H 1.852 -1.424 -1.958

Computed energy relative to the best compared isomer or geometry (same formula, charge and spin) (kJ/mol) in order:
541.3, 125.6, 228.0, 0.5, 553.1, 120.9
Computed DFT total energy (eV) in order:
-18775.2907, -9968.2276, -9967.1662, -9969.5238, -9965.4419, -9969.9215